1.
A cluster of 12 separate species, C48H89N7O15 in total in a non-equilibrium geometry, computed with the ωB97M-V functional and the def2-TZVPD basis.

Element x y z (Å)
O: 3.5142 3.2609 3.2266
O: -2.0873 0.6808 5.8568
O: 3.8432 5.1016 4.3071
O: -1.4762 4.1966 4.9268
O: 0.2075 -3.5969 2.7020
O: -2.5951 0.8447 -5.5635
O: 2.6918 3.4117 5.3251
O: -0.0301 4.3273 3.2681
O: -1.2684 -5.3711 2.5480
O: -4.0678 0.4346 4.9419
O: -1.5723 -1.1470 -4.9938
O: -2.8917 -1.4045 5.4519
O: -2.1801 3.8747 2.8729
O: -0.9146 -0.0651 -6.7734
O: 1.0328 -5.4731 2.1408
N: -0.9331 3.1933 -1.2022
N: -3.3403 -2.2096 -0.7840
N: 2.3622 -1.2461 3.8880
N: 5.2342 -1.3824 -5.5921
N: 1.2997 -7.5707 -1.5103
N: 0.1933 6.2204 -2.3340
N: 1.3272 -0.8163 -2.7866
C: -0.4396 6.1822 6.0567
C: 0.2530 1.0723 5.5161
C: 0.4518 -0.4431 -2.0962
C: -0.8103 -2.7331 3.1616
C: 0.6384 5.3852 -2.9969
C: 3.2566 1.5387 1.5953
C: -6.3572 -1.9164 -2.9271
C: -3.0009 -0.2057 5.4009
C: 2.0737 -2.0112 -7.6661
C: 1.0646 4.2651 -3.8758
C: 1.8408 -1.7288 -6.1603
C: 2.5118 3.7002 -3.6827
C: -4.2470 -2.8844 -1.0960
C: -2.0684 3.4403 -0.9117
C: -0.2222 2.3273 -7.0135
C: 1.1506 -6.9146 2.0726
C: -4.1013 1.9020 4.9654
C: -2.4870 -1.3211 -3.8831
C: -0.3290 4.7493 5.8341
C: -0.8651 1.0696 -7.6101
C: -0.1431 -4.8869 2.5055
C: 4.0405 -3.1520 3.3919
C: 2.3300 -5.1752 -1.2298
C: -1.7326 -0.0256 -5.7304
C: 0.1469 0.3644 0.2575
C: 2.7702 3.3436 -2.2526
C: 1.7565 -6.5463 -1.3486
C: 2.5387 -7.2787 2.6193
C: -3.4282 3.8058 -0.6194
C: 3.1375 -2.1094 3.6917
C: 3.9711 -2.4890 0.9312
C: -0.5172 -0.1745 -1.0239
C: -0.8912 0.6305 1.2813
C: -0.7605 0.1274 6.0955
C: 0.0173 -4.2992 -2.0970
C: -4.3974 3.5257 -1.8173
C: 3.9122 -3.6344 1.9643
C: -5.9762 -3.3817 -2.8299
C: 4.2169 -1.8613 -5.4158
C: -4.4328 2.1052 -2.3007
C: -5.3282 -3.7260 -1.4661
C: -1.3184 4.1400 3.6856
C: 3.6516 5.9603 5.4426
C: 0.1755 4.3079 1.8067
C: 2.8757 -2.3695 -5.2215
C: 3.2810 3.8913 4.3401
C: 1.2364 -4.0832 -1.2241
C: 2.9100 1.9440 3.0633
H: 3.8616 -2.8255 -0.0979
H: -3.4838 2.2984 4.1310
H: 3.8466 -3.8751 4.1514
H: -5.1672 2.0902 4.8611
H: -0.2886 0.7586 -8.4988
H: -3.8012 2.2631 5.9502
H: 0.0466 3.3719 1.2871
H: 0.3285 2.0011 6.0499
H: 0.9045 -4.0285 -0.1922
H: -3.4657 4.8824 -0.3713
H: 1.7085 -3.1485 -1.5488
H: -1.0132 2.6949 -6.3288
H: -0.8373 -3.6794 -1.8179
H: -0.7203 -0.9075 5.7062
H: -6.9842 -1.6673 -3.7890
H: -5.4933 -1.2454 -2.9230
H: 2.5516 2.8945 -4.4226
H: 2.8563 -3.4619 -5.3014
H: -5.0610 1.9827 -3.1700
H: 3.3363 1.2870 3.8227
H: 1.0382 -7.1839 1.0136
H: 5.0290 -2.7483 3.6118
H: 1.8435 1.9135 3.0621
H: 0.4166 3.4721 -3.5220
H: -1.4052 6.3837 6.5125
H: 2.9773 -5.0452 -2.0831
H: -1.4892 -0.2241 1.5796
H: 4.3122 1.7728 1.4023
H: 2.9179 -4.1105 1.8932
H: -0.2857 -5.3453 -1.9819
H: 3.5056 6.9517 5.0379
H: -3.7413 3.3068 0.3205
H: 2.0631 -3.0644 -7.9164
H: 3.0137 -1.5616 -7.9873
H: 2.7457 5.6815 5.9936
H: -1.6173 -2.8297 2.4257
H: -0.0973 3.1410 -7.7579
H: 0.8659 -2.0963 -5.8188
H: -6.8548 -4.0119 -2.9282
H: 3.3091 -6.7214 2.0902
H: -1.8261 1.3519 -7.9785
H: -0.3818 4.2244 6.7822
H: 1.2033 0.5588 5.6152
H: -1.0189 -1.1223 -0.7860
H: -4.6072 1.4185 -1.5001
H: 1.2981 -1.5632 -8.2847
H: -0.3785 -1.7233 3.1498
H: 0.6340 4.4540 5.4562
H: -0.5792 0.0707 7.1440
H: -1.2646 0.5289 -1.4069
H: 2.8860 -5.1202 -0.3070
H: 0.4068 -7.4493 2.6575
H: 3.6988 2.7928 -2.1458
H: -4.1015 4.1460 -2.6641
H: -3.5443 -1.2476 -4.1944
H: 0.8503 4.5755 -4.9030
H: 2.6214 2.1373 0.9326
H: 4.4997 5.8806 6.1511
H: 1.2215 4.5534 1.7029
H: -1.1226 -3.0049 4.1693
H: -2.2635 -2.2827 -3.5037
H: 1.7959 -0.6423 -5.9492
H: 1.9542 2.7612 -1.8033
H: -3.3918 1.8298 -2.5530
H: 0.3513 6.6235 6.6710
H: 0.0785 1.1727 4.4543
H: 3.0755 0.4876 1.3682
H: -0.4273 0.9772 2.2085
H: -6.0738 -3.5506 -0.6509
H: -0.4402 4.9971 1.2156
H: -1.5506 1.4706 1.0265
H: 4.8452 -1.8331 0.9387
H: 2.5878 -2.1514 -4.1881
H: 2.9109 4.2120 -1.6188
H: 4.6905 -4.3427 1.7004
H: 0.1943 -4.2497 -3.1617
H: -5.3861 3.7929 -1.4787
H: -5.3183 -3.7173 -3.6523
H: 3.2313 4.4990 -3.9489
H: 0.7999 1.1931 -0.0008
H: 0.8659 -0.3714 0.6350
H: 0.7549 2.1419 -6.5656
H: 2.8115 -8.3292 2.4879
H: -0.4076 6.7143 5.1028
H: 2.5990 -7.0357 3.7140
H: 3.0919 -1.8540 1.0406
H: -2.2735 -0.5769 -3.1301
H: -6.9326 -1.6971 -2.0343
H: -5.0450 -4.7575 -1.4585

Results
LUMO level (eV): 0.486
Structure (SMILES): CCOC(=O)OC.CCOC(=O)OC.CCOC(=O)OC.CCOC(=O)OC.CCOC(=O)OC.CCCC#N.CCCC#N.CCCC#N.CCCC#N.CCCC#N.CCCC#N.CCCC#N
Kohn-Sham gap (eV): 10.971
HOMO level (eV): -10.4845

Here are the Mulliken charges for atoms 1 to 99, given in e: -0.40, -0.25, -0.37, -0.28, 0.05, -0.65, -0.65, -0.07, -0.63, -0.39, -0.32, -0.61, -0.63, -0.33, -0.17, -0.15, -0.45, -0.30, -0.51, -0.58, -0.57, -0.65, -1.45, 0.29, -0.16, -0.46, -0.02, -0.54, -0.91, 0.79, -1.37, 0.42, 0.26, -0.60, 0.39, 0.16, -1.00, -0.32, -0.22, -0.03, 0.60, -0.49, 0.47, -1.17, 0.19, 0.83, 2.08, -0.86, -0.10, -1.01, -0.42, 0.35, -0.79, 1.57, -0.58, -0.64, -1.27, -0.85, 0.59, -0.38, 0.13, -0.71, -0.61, 0.62, -0.52, -0.62, 0.34, 0.88, 1.32, 0.53, 0.30, -0.02, 0.40, 0.26, 0.37, 0.26, -0.16, 0.28, -0.67, 0.37, -0.13, 0.32, 0.09, 0.25, 0.36, 0.02, 0.29, 0.37, 0.42, 0.57, 0.15, 0.42, -0.37, -0.23, 0.37, 0.50, 0.58, 0.53, -0.42



2.
A structure of composition C48H92Br6Cl6NO10P in a non-equilibrium geometry, computed with the ωB97M-V functional and the def2-TZVPD basis.

Element x y z (Å)
Br: 4.5289 6.5487 -3.2705
Br: 6.5571 -2.7551 -6.7322
Br: 4.0608 -4.6588 -7.5317
Br: 4.5912 -3.8696 -4.4123
Br: 2.2589 4.7773 -4.8053
Br: 4.1188 3.4007 -2.5821
Cl: -8.0931 2.7586 -1.1428
Cl: -1.5049 -2.9827 -5.7376
Cl: -5.7398 -0.1661 -1.6747
Cl: -5.7614 3.2310 0.3683
Cl: -6.1605 -2.6952 -0.5068
Cl: 0.6404 -3.8667 -4.1116
P: 0.5160 -2.4464 5.2300
O: 4.1945 1.1666 -7.1861
O: -3.3793 6.9808 -0.3090
O: -1.0756 5.8686 -5.8044
O: -4.7462 6.6830 1.4690
O: -1.5129 -2.5496 -0.7090
O: 3.0043 -1.7763 0.1856
O: -1.8230 5.1012 -3.9079
O: 3.9470 -2.0793 2.1872
O: 3.2304 -0.2427 -8.7253
O: -2.2474 -2.9777 3.0740
N: -0.5595 1.7841 -1.6622
C: 2.2661 -3.9671 -0.3019
C: 3.9134 0.8585 -8.3351
C: -0.9540 -3.1568 -4.1084
C: 1.8840 -0.3266 -5.5129
C: 0.8911 -5.3486 4.9142
C: -1.0865 5.5913 -7.1510
C: 0.5265 1.8950 2.9495
C: -2.4929 6.3586 1.8730
C: -2.2044 -3.2167 1.6896
C: 3.0758 -0.3717 -10.1053
C: -2.1918 3.0251 -0.2293
C: -5.0150 -1.3745 -0.5767
C: -1.8183 4.9867 -5.1102
C: -3.5163 6.7040 0.8736
C: -1.5492 -2.2060 0.6568
C: -1.9803 1.2203 -1.9701
C: -1.2183 -1.9399 7.5618
C: -0.9049 3.1653 -1.0295
C: 4.6820 -1.9146 7.9121
C: 3.0043 -3.9851 1.0568
C: -2.7148 -1.4425 9.4159
C: 1.5539 -6.4350 4.0828
C: 1.5634 0.9696 -4.7979
C: -0.5784 0.2639 4.6353
C: -7.3551 2.6843 0.5039
C: -1.9046 4.2983 -7.3275
C: -2.6546 4.0119 -5.9940
C: 4.0851 0.5530 -10.7088
C: 2.0192 -2.2210 6.3574
C: 4.3182 -1.0712 6.7462
C: 0.2387 -0.9514 4.2020
C: -4.7155 6.1491 2.7922
C: -0.7689 1.2324 3.4561
C: 2.2293 -2.4822 -0.7781
C: 0.7069 -6.8333 2.8661
C: 0.4387 1.9330 -2.8322
C: 4.7267 -3.2968 -6.3151
C: -2.8840 1.7482 -0.8189
C: 4.2852 1.6276 -9.5747
C: 0.0723 0.8412 -0.5810
C: 0.9281 -3.9228 4.2459
C: 0.8447 0.5950 -3.5177
C: 3.1992 5.0597 -3.1187
C: -2.2735 -2.5479 8.4793
C: 3.3948 -1.7541 5.7817
C: -3.3574 5.5907 2.8969
C: 3.3925 -2.5609 1.2148
C: -0.8962 -2.8985 6.3810
H: -7.4141 1.6477 0.8356
H: 2.5106 1.4629 -4.5797
H: -1.8608 -3.4186 8.9888
H: 5.2595 2.1162 -9.5621
H: -0.5661 -1.9043 1.0182
H: -7.8559 3.3452 1.2114
H: -0.0464 0.0043 -3.7304
H: -2.7535 3.9264 -0.4746
H: -0.5466 0.8681 0.3159
H: -5.4823 5.3878 2.9356
H: 3.7017 1.1200 -11.5571
H: 2.5861 -6.1682 3.8559
H: -1.5359 1.9760 3.6723
H: 0.3019 2.6790 2.2262
H: 1.0132 -0.8500 -5.9075
H: -2.5144 2.9733 -5.6942
H: -3.1030 1.0355 -0.0238
H: -0.0128 -6.0485 2.6329
H: 2.2785 -4.3321 1.7923
H: 3.5496 2.4168 -9.7300
H: 2.8237 -2.2975 -1.6729
H: 5.0311 0.0871 -10.9848
H: 3.8941 -0.1941 7.2350
H: 1.0407 2.3813 3.7785
H: -1.6850 5.7270 1.5036
H: 0.9916 1.5795 -5.4973
H: 2.0346 -0.1814 -10.3658
H: -4.9000 -0.9984 0.4399
H: -2.1091 -1.3676 10.3190
H: 4.0132 -2.4856 -6.4600
H: -1.9872 0.1346 -1.8740
H: 0.2028 -0.1392 -1.0391
H: 1.5309 0.0328 -2.8844
H: 4.0184 -2.5143 5.3113
H: 1.7344 -1.5422 7.1613
H: 3.7888 -2.2577 8.4342
H: -3.3776 4.5245 2.6713
H: -0.0946 3.4284 -0.3495
H: -4.0439 -1.6919 -0.9566
H: -3.1848 -3.5527 1.3519
H: -0.1372 0.7505 5.5052
H: -0.5402 -3.8669 6.7325
H: 3.1238 -1.4257 -10.3791
H: -0.1930 -1.3006 3.2641
H: -3.6885 4.3345 -6.1172
H: -0.0358 2.6466 -3.5058
H: 1.0230 1.3302 -0.3683
H: 2.6848 -4.6311 -1.0581
H: 1.2314 -0.6659 3.8540
H: 1.3753 -7.0314 2.0282
H: 5.2614 -1.4100 8.6853
H: 1.5795 -7.2933 4.7541
H: 5.2071 -2.8144 7.5917
H: -0.9861 -2.2224 -3.5480
H: 5.1849 -0.6776 6.2151
H: 3.9035 -4.5984 1.1148
H: -4.8485 6.8235 3.6382
H: -1.5324 -0.9865 7.1370
H: -0.1500 -5.6129 5.0996
H: 2.5922 -0.2343 -6.3362
H: 3.1818 -1.0119 5.0124
H: -3.7798 -1.5560 9.6183
H: -2.6433 -0.4663 8.9364
H: -0.0615 5.5611 -7.5208
H: 1.9101 -3.7788 3.7952
H: -2.1244 2.9553 0.8564
H: 0.2971 -7.8186 3.0884
H: -1.5327 6.4170 -7.7051
H: 1.3332 1.3855 2.4226
H: 0.1879 -3.9847 3.4482
H: -3.0509 5.6925 3.9380
H: -2.2361 7.3433 2.2635
H: -1.9522 -1.1987 0.7617
H: 2.5006 5.4377 -2.3723
H: 2.1829 -3.2128 6.7789
H: 1.2447 -4.2380 -0.0344
H: -1.7141 -4.1866 1.6058
H: -0.3382 -1.7832 8.1854
H: 2.2234 -1.0786 -4.8006
H: -2.5393 4.2024 -8.2085
H: -1.1247 3.5435 -7.4279
H: 1.4471 -5.3017 5.8505
H: -1.4844 -0.0735 5.1387
H: 1.3361 2.4346 -2.4701
H: -3.2225 -2.8247 8.0202
H: -3.8580 1.9718 -1.2541
H: -2.2860 1.6007 -2.9448
H: -1.6998 -3.0558 5.6617
H: -1.0474 3.8470 -1.8681
H: -1.2485 0.7402 2.6100
H: 1.2076 -2.1138 -0.8708
H: -1.6445 -3.8456 -3.6217

Results
LUMO level (eV): -0.648
Kohn-Sham gap (eV): 4.165
HOMO level (eV): -4.8129

Here are the Mulliken charges for atoms 1 to 99, given in e: -0.07, -0.02, -0.02, -0.02, 0.04, -0.02, -0.17, -0.20, -0.19, 0.01, -0.18, -0.12, 0.77, -0.62, -0.61, -0.29, -0.36, -0.90, -0.29, -0.61, -0.69, -0.32, -0.79, 1.00, -1.02, 0.52, 0.57, 0.07, -0.85, -0.45, -1.22, -0.24, -0.88, -0.45, 0.00, 0.31, 0.54, 0.52, 1.54, -0.43, -0.30, -0.82, -1.19, 0.82, -1.27, -0.73, -0.01, -0.92, -0.46, -0.53, -0.24, -0.44, -1.16, -0.72, -0.02, -0.46, 0.13, 1.05, -1.07, -0.67, 0.40, -0.79, -0.49, -0.40, -0.17, 0.38, -0.44, -0.34, -0.29, -0.15, 0.44, -1.49, 0.28, 0.04, 0.37, 0.35, -0.40, 0.35, 0.03, 0.19, -0.15, 0.28, 0.30, 0.35, 0.40, 0.21, 0.28, 0.13, 0.15, 0.20, -0.69, 0.25, 0.12, 0.29, 0.30, 0.49, 0.11, 0.11, 0.26



- Look up the HOMO level of the second one.
  -4.8129 eV



- Which of these has the highest Kohn-Sham gap?
  C48H89N7O15



- What is the formula in the second record?
  C48H92Br6Cl6NO10P



- LUMO level of number 1 (C48H89N7O15)?
  0.486 eV